# C9H9N2O2

A 2-piece molecular cluster, C9H9N2O2 overall (ωB97M-V/def2-TZVPD, OMol25).

The calculation puts the orbital gap (spin up / spin down) at 7.253 / 7.253 eV. For the energy above the lowest of the compared OMol25 structures with the same formula, charge and spin, the calculation gives 20.99 kcal/mol. The total charge is -1. Its strongest force on any atom is 5.03 eV Å⁻¹. The electronic energy comes out at -608.27171 a.u. The calculation puts the lowest unoccupied orbital energy (spin up / spin down) at 2.767 / 2.768 eV. The value obtained for the highest occupied orbital energy (spin up / spin down) is -0.1648 / -0.1648 hartree.

```
22
Properties=species:S:1:pos:R:3:forces:R:3:mulliken_charge:R:1
C -0.958 -2.551 -0.481 -0.1 -0.1 -0.2 0.451
C 1.303 -2.410 0.087 4.9 0.4 -1.3 0.535
C 0.461 1.163 1.605 0.3 1.4 1.1 0.098
C -1.873 0.415 -0.079 -2.6 -2.4 1.1 -0.459
C -1.503 1.735 -0.549 0.2 4.1 1.4 -0.704
C -0.534 0.610 -0.655 1.5 -0.8 -0.8 -0.518
C 1.991 0.534 -0.349 0.1 0.3 -1.4 -0.981
C 0.030 -2.086 0.458 -1.5 -0.2 0.1 -0.453
C 0.617 0.574 0.240 0.9 0.3 0.3 1.168
N -1.671 -2.941 -1.316 0.4 0.5 0.8 -0.649
N 2.446 -2.422 -0.275 -3.2 -0.7 1.1 -0.842
O 0.731 2.411 1.381 -0.5 -2.2 0.4 -0.655
O 0.129 0.554 2.631 0.3 0.5 -1.0 -0.673
H -1.787 0.167 1.017 -0.6 0.5 -1.2 0.217
H -2.680 -0.191 -0.673 1.9 1.2 1.2 0.292
H -1.933 2.136 -1.444 -0.2 -0.3 -0.6 0.269
H -1.280 2.671 0.146 -0.2 -2.6 -1.1 0.152
H -0.287 0.149 -1.603 -0.3 0.3 -0.3 0.585
H 2.769 1.188 0.185 -1.6 -0.6 -0.9 0.287
H 1.747 0.810 -1.458 1.3 -0.2 1.7 0.280
H 2.498 -0.485 -0.388 -1.0 0.6 0.1 0.287
H -0.217 -2.030 1.520 0.0 0.1 -0.4 0.311
```
Forces are in eV/Å.


# C11H13N4O6PtS

C11H13N4O6PtS as an isolated structure (ωB97M-V/def2-TZVPD, OMol25).

The calculation puts the orbital gap at 5.467 eV. For the energy above the lowest of the compared OMol25 structures with the same formula, charge and spin, the calculation gives 9.03 kcal/mol. The total charge is -1. Its strongest force on any atom is 1.04 eV Å⁻¹. The electronic energy comes out at -1615.00045 a.u. The calculation puts the lowest unoccupied orbital energy at 1.938 eV. The value obtained for the highest occupied orbital energy is -0.1297 hartree.

```
36
Properties=species:S:1:pos:R:3:forces:R:3:mulliken_charge:R:1
Pt 0.242 0.093 -0.852 0.9 0.2 -0.4 0.483
O 5.312 0.290 3.215 0.0 -0.1 0.2 -0.651
C 4.253 0.330 2.627 0.1 0.2 -0.3 0.289
C 2.952 0.900 3.137 0.1 0.0 -0.3 0.201
O 2.752 1.377 4.230 0.0 0.1 0.3 -0.645
C 1.952 0.751 2.032 0.1 -0.5 -0.2 0.336
C 2.670 0.243 0.877 0.1 0.2 0.1 1.087
O 2.217 0.089 -0.334 -0.3 -0.4 0.0 -0.753
C 3.983 -0.196 1.259 0.0 -0.8 -0.1 0.098
O 4.742 -0.979 0.636 -0.4 0.2 -0.1 -0.778
O 0.741 0.944 2.131 -0.3 0.3 -0.1 -0.730
C -0.828 2.818 -0.203 0.0 0.0 0.0 -0.991
C 0.281 2.074 -0.923 0.1 -0.1 0.3 0.526
O 1.154 2.657 -1.512 -0.1 0.0 0.0 -0.575
H -0.553 3.866 -0.072 0.0 0.0 0.0 0.354
H -1.012 2.342 0.760 0.0 0.0 0.0 0.260
H -1.738 2.758 -0.808 0.0 0.0 0.0 0.214
C -4.725 -0.177 0.309 0.0 0.1 0.0 -0.930
N -4.124 -0.109 -1.018 0.0 -0.1 0.0 -0.042
C -4.968 0.365 -2.106 0.0 0.0 0.0 -0.955
C -2.811 0.010 -1.120 -0.2 0.1 -0.3 0.559
N -1.671 0.092 -1.255 -0.2 -0.3 0.4 -0.370
H -5.564 -0.871 0.287 0.0 0.0 0.0 0.301
H -5.089 0.804 0.628 0.0 0.0 0.0 0.313
H -3.989 -0.531 1.027 0.0 0.0 0.0 0.350
H -5.854 -0.267 -2.168 0.0 0.0 0.0 0.302
H -4.424 0.305 -3.044 0.0 0.0 0.0 0.350
H -5.286 1.400 -1.942 0.0 0.0 0.0 0.320
N 3.038 -2.522 -1.739 0.4 0.5 0.4 -0.406
C 2.027 -2.705 -0.884 -0.3 -0.6 -0.3 0.300
N 2.337 -3.184 0.320 0.4 0.4 0.4 -0.399
S 0.399 -2.549 -1.371 -0.2 0.3 0.1 -0.484
H 3.935 -2.327 -1.287 -0.1 0.2 -0.2 0.293
H 2.816 -1.906 -2.504 0.0 0.0 -0.1 0.270
H 3.255 -2.940 0.689 -0.1 0.0 0.0 0.251
H 1.579 -3.244 0.978 0.0 0.1 0.0 0.253
```
Forces are in eV/Å.


# C12H18N

A 2-piece molecular cluster, C12H18N overall (ωB97M-V/def2-TZVPD, OMol25).

The calculation puts the orbital gap (spin up / spin down) at 6.728 / 6.726 eV. For the energy above the lowest of the compared OMol25 structures with the same formula, charge and spin, the calculation gives 138.15 kcal/mol. The total charge is +1. Its strongest force on any atom is 3.55 eV Å⁻¹. The electronic energy comes out at -522.37071 a.u. The calculation puts the lowest unoccupied orbital energy (spin up / spin down) at -5.721 / -5.721 eV. The value obtained for the highest occupied orbital energy (spin up / spin down) is -0.4575 / -0.4574 hartree.

```
31
Properties=species:S:1:pos:R:3:forces:R:3:mulliken_charge:R:1
C -3.071 -0.663 0.231 0.4 -1.6 0.7 0.165
C -2.250 -0.072 -0.428 -0.6 0.8 0.8 -1.670
C 0.360 2.987 -1.805 -0.8 -0.9 2.1 -0.594
C -0.493 3.158 -0.663 -1.5 1.5 -0.4 -0.218
C 0.117 1.890 -2.516 1.1 -0.6 -2.1 -0.272
C -1.373 2.200 -0.200 1.8 -0.4 0.0 -0.571
C -0.936 0.900 -2.239 3.0 -0.5 0.1 -0.985
C -1.406 0.971 -0.890 -1.5 -0.8 1.3 1.845
C 0.367 0.558 2.376 -0.1 -1.4 1.9 -1.020
C 0.023 -2.575 -0.691 0.1 -3.4 0.2 -1.181
C 1.254 0.551 1.118 -0.1 -1.5 1.1 -0.323
C 0.336 -1.767 0.550 0.3 -1.5 1.0 -0.597
N 0.706 -0.456 0.137 0.4 2.5 0.1 -0.053
H -3.529 -1.448 0.858 0.0 1.0 -0.8 0.405
H 1.260 3.538 -1.851 0.5 0.9 -0.7 0.457
H -0.676 4.172 -0.239 1.0 -0.8 0.1 0.373
H 0.754 1.730 -3.390 -0.3 -0.2 0.1 0.365
H -1.730 2.364 0.807 -0.8 -0.3 -0.3 0.428
H -1.760 1.078 -2.820 -2.8 1.4 -1.7 0.626
H -0.781 -0.091 -2.713 0.6 0.1 1.0 0.453
H 0.595 1.388 3.129 0.3 -1.4 -0.9 0.341
H -0.652 0.790 2.106 -0.5 -0.1 -0.3 0.228
H 0.278 -0.539 2.931 0.6 3.0 -1.3 0.267
H 0.823 -2.499 -1.435 -0.2 0.1 0.0 0.327
H -0.123 -3.741 -0.545 0.8 2.2 0.3 0.323
H -0.937 -2.389 -1.124 -0.5 0.9 -0.4 0.268
H 2.326 0.286 1.425 -1.3 0.6 -0.6 0.369
H 1.174 1.544 0.656 0.5 -0.3 0.0 0.210
H 1.096 -2.242 1.209 0.2 0.0 -0.7 0.458
H -0.483 -1.787 1.245 -0.9 0.5 0.0 0.363
H 1.395 -0.563 -0.587 0.2 0.1 -0.4 0.212
```
Forces are in eV/Å.


# C4H36O15S

A 15-piece molecular cluster, C4H36O15S overall (ωB97M-V/def2-TZVPD, OMol25).

The calculation puts the orbital gap at 8.873 eV. For the energy above the lowest of the compared OMol25 structures with the same formula, charge and spin, the calculation gives 0.00 kcal/mol. Its strongest force on any atom is 3.09 eV Å⁻¹. The electronic energy comes out at -1700.74622 a.u. The calculation puts the lowest unoccupied orbital energy at -0.002 eV. The value obtained for the highest occupied orbital energy is -0.3261 hartree.

```
56
Properties=species:S:1:pos:R:3:forces:R:3:mulliken_charge:R:1
O 1.033 0.192 -2.230 0.6 1.3 -1.1 -0.403
C 2.046 0.619 -1.716 0.1 -2.0 2.3 -0.089
C 2.318 0.214 -0.289 0.1 0.6 1.1 -0.254
C 1.020 -0.012 0.523 0.5 0.2 -0.9 -0.010
C 1.390 -0.393 1.947 -1.2 -1.4 -0.2 -0.436
S -0.195 -0.805 2.818 -0.3 0.3 -0.3 -0.306
H 2.941 1.147 -2.087 -0.6 0.3 -1.3 0.363
H 3.038 0.867 0.255 -0.7 -0.2 -0.7 0.516
H 2.831 -0.754 -0.274 0.0 0.0 -0.5 -0.019
H 0.343 0.837 0.443 0.1 0.4 0.3 -0.005
H 0.497 -0.767 -0.061 -0.3 -0.4 0.6 0.097
H 1.888 0.435 2.429 0.4 -0.2 0.2 0.470
H 1.915 -1.365 1.853 0.3 1.2 0.6 0.215
H 0.133 -1.084 4.094 0.5 0.1 -0.3 0.122
H -1.118 -2.943 -1.208 -0.5 -1.3 -0.3 0.383
H -1.408 -4.516 -0.919 -0.2 0.4 -0.4 0.274
O -0.966 -3.719 -0.618 0.4 0.3 0.9 -0.601
H -1.548 2.240 0.642 0.3 0.4 -0.3 0.278
H -0.819 3.632 0.586 -0.2 -0.4 0.0 0.315
O -1.555 3.146 0.978 0.0 0.5 0.9 -0.640
H -2.399 -1.655 -2.007 0.1 0.3 -0.4 0.321
H -1.238 -1.452 -3.071 -0.3 0.5 0.0 0.358
O -1.774 -2.101 -2.591 0.1 -0.3 0.3 -0.715
H -4.998 2.032 -0.746 -0.3 -0.4 0.3 0.298
H -4.701 0.616 -0.050 -0.2 0.1 0.3 0.418
O -4.508 1.206 -0.801 -0.1 0.3 -0.6 -0.702
H 0.448 3.371 -2.213 0.2 0.4 0.3 0.291
H 1.677 3.810 -2.964 0.3 0.1 -0.1 0.318
O 1.241 3.933 -2.117 -0.9 -0.6 -0.3 -0.681
H 2.663 -2.979 0.297 0.4 0.5 0.3 0.397
H 4.039 -2.375 0.596 0.4 0.1 -0.1 0.255
O 3.262 -2.714 1.032 -0.4 -0.7 -0.1 -0.637
H -2.518 0.323 3.663 0.1 -0.5 0.1 0.282
H -3.343 -1.028 3.898 0.5 0.3 0.1 0.311
O -3.336 -0.159 3.480 -0.3 0.3 -0.2 -0.645
H 1.859 -3.811 2.529 0.1 -0.1 0.2 0.353
H 0.817 -4.162 1.528 -0.4 -0.1 0.0 0.288
O 1.105 -4.404 2.413 0.2 0.2 -0.2 -0.632
H 2.957 4.828 -0.165 0.3 -0.2 0.4 0.276
H 2.138 3.691 -0.589 0.0 -0.3 -0.1 0.378
O 2.846 3.889 0.044 -0.1 0.6 -0.2 -0.623
H 3.020 2.512 1.498 0.4 0.2 0.0 0.350
H 4.534 2.342 1.607 0.1 0.3 -0.1 0.258
O 3.708 1.893 1.784 -0.2 -0.2 0.6 -0.640
H -3.803 -0.468 1.745 -0.7 -0.6 0.0 0.431
H -4.708 -1.534 0.917 0.4 -0.7 0.1 0.295
O -4.589 -0.629 1.172 0.1 1.1 -0.2 -0.734
H -2.210 0.899 -1.267 -0.1 0.3 0.0 0.180
H -2.886 2.216 -0.952 0.1 -0.4 0.0 0.393
O -2.022 1.844 -1.180 0.7 -0.4 -0.7 -0.501
H 1.189 -3.709 -0.819 -0.1 -0.3 -0.4 0.371
H 0.715 -2.344 -1.024 0.3 0.3 -0.2 0.151
O 1.526 -2.856 -1.119 0.2 -0.3 0.2 -0.699
H -1.047 1.042 -3.372 0.1 -0.2 -0.1 0.262
H -2.198 0.549 -4.235 0.2 0.0 -0.1 0.336
O -1.252 0.416 -4.083 -0.3 0.1 0.2 -0.632
```
Forces are in eV/Å.


# C3H8O3

A 2-piece molecular cluster, C3H8O3 overall (ωB97M-V/def2-TZVPD, OMol25).

The calculation puts the orbital gap at 11.278 eV. As for the structure (SMILES): CCC(=O)O.O. For the energy above the lowest of the compared OMol25 structures with the same formula, charge and spin, the calculation gives 33.32 kcal/mol. Its strongest force on any atom is 5.36 eV Å⁻¹. The electronic energy comes out at -344.79527 a.u. The calculation puts the lowest unoccupied orbital energy at 0.673 eV. The value obtained for the highest occupied orbital energy is -0.3897 hartree.

```
14
Properties=species:S:1:pos:R:3:forces:R:3:mulliken_charge:R:1
C -1.429 -0.071 0.831 0.0 1.7 -1.4 -0.901
C -0.940 -0.581 -0.574 0.8 -0.6 2.1 -0.477
C 0.299 0.025 -1.142 2.1 2.0 1.0 0.571
O 1.516 -0.188 -0.861 -5.0 0.9 -1.7 -0.577
O -0.230 1.114 -1.917 4.1 -0.5 -0.2 -0.463
H -0.577 0.028 1.525 -1.0 -0.4 -0.2 0.313
H -2.277 -0.773 1.162 1.3 1.5 -0.3 0.277
H -1.735 1.003 0.531 -0.3 -1.6 1.3 0.268
H -0.722 -1.591 -0.379 0.1 -1.7 -0.4 0.365
H -1.776 -0.406 -1.181 -0.8 -0.3 -1.4 0.308
H 0.579 1.615 -2.303 -1.8 -1.1 0.9 0.346
O 0.839 -0.228 2.797 2.4 -1.2 -2.6 -0.679
H 0.586 -0.746 3.518 -1.0 -0.9 2.3 0.312
H 1.348 -0.954 2.290 -0.9 2.1 0.7 0.338
```
Forces are in eV/Å.


> Which of these has the highest electronic energy?

C3H8O3


> The highest electronic energy belongs to which entry?

C3H8O3